(1)
DFT (ωB97M-V with the def2-TZVPD basis set) results for a structure of composition C18H35N4RhSi in a non-equilibrium geometry.

Properties
- Net charge: +2
- E_tot: -1325.47461 a.u.

Structure (XYZ):
```
59
Properties=species:S:1:pos:R:3:forces:R:3
H -1.514922 -0.787563 3.383828 0.0262 -0.0088 0.0507
C -1.237181 -3.102381 0.970269 0.0475 -0.1139 -0.2404
H -0.209222 -1.950602 -2.791668 0.0247 0.0167 0.0098
H -1.734307 2.468340 -2.063257 0.0054 0.0400 0.0225
C -0.921478 0.123173 3.289803 -0.0848 0.0834 -0.0904
H -2.295029 -2.942350 0.748349 -0.0104 0.0228 0.0142
N -2.061187 0.060095 0.337895 0.0594 -0.2085 -0.0773
H 1.119080 1.713510 2.396244 -0.0108 -0.0096 -0.0034
H -1.052194 -2.785726 1.996767 0.0324 0.0185 0.0063
C 3.396537 -3.902469 1.224925 0.0276 0.0053 0.0118
H 1.724213 0.771382 3.754483 0.0050 -0.0013 -0.0016
H 3.710405 -4.372494 2.147594 0.0049 0.0035 0.0011
C 2.589432 0.215770 1.845964 -0.1136 -0.0625 0.0133
H -1.119792 1.978271 2.172711 -0.0173 0.0227 0.0070
C 2.087444 -3.466417 1.076588 -0.0138 0.0519 0.1252
C -1.569732 2.042306 -1.073040 -0.0355 0.0604 -0.0652
H -2.068949 0.091609 -1.746545 -0.0549 -0.0156 0.0171
H -3.313503 -0.146568 2.015122 -0.0323 0.0194 -0.0267
H -2.368689 1.701544 3.353860 0.0027 -0.0107 0.0147
Rh 0.045904 -0.077461 0.396739 0.0127 1.6397 0.4849
H 3.762478 1.031227 -0.568331 0.0053 0.0305 0.0483
H 2.532107 -0.771276 0.069340 -0.1120 0.0471 -0.0069
C 3.884714 -3.180756 -1.018470 0.0227 0.0085 -0.0056
C -1.761712 1.200042 2.598601 -0.0372 -0.0826 -0.0436
N 2.153554 0.107895 0.424600 -0.1032 -0.2198 0.0139
C 2.030251 1.076951 -1.857751 -0.0616 -0.1010 0.0091
C -0.745683 -2.523343 -2.034163 0.0521 0.1660 0.0428
H -3.442354 0.945314 -1.033650 0.0019 0.0609 0.0305
H -3.427619 1.410133 1.224061 0.0478 0.0639 0.0241
H 2.261464 -2.333000 -2.115181 -0.0009 -0.0308 -0.0182
H 3.474763 0.844871 1.938907 -0.0498 0.0788 0.0308
C -2.722785 0.644497 1.550107 0.0894 0.0041 0.0414
H 0.224479 2.340248 -0.142323 -0.0326 0.0424 -0.0196
C 2.572906 -2.754425 -1.164580 0.0370 -0.0005 -0.0861
H 4.580606 -3.086660 -1.841284 0.0063 -0.0008 -0.0099
H -1.882256 2.794214 -0.346539 -0.0057 -0.0328 0.0265
Si -0.106482 -2.303151 -0.301800 0.1604 -0.0585 0.5930
H 1.392311 -3.608096 1.899380 0.0072 -0.0293 -0.0245
H -0.585596 -3.583568 -2.258787 -0.0429 -0.0008 -0.0385
H 2.749745 1.346522 -2.629785 0.0086 0.0741 0.0109
C 4.297254 -3.752958 0.178928 0.0090 -0.0043 0.0116
H 2.535328 2.142090 0.003668 -0.0571 0.0191 -0.0549
H 0.617099 -1.147535 2.804416 -0.0322 0.0254 0.1554
H -1.812212 -2.322479 -2.140168 -0.0151 -0.0026 0.0268
H -1.087848 -4.185665 0.935558 0.0008 -0.0131 0.0027
C 1.436058 0.712867 2.701924 0.0912 -0.0112 -0.0059
H -0.636471 0.430032 4.298195 0.0188 0.0698 -0.0209
H 5.316352 -4.098367 0.289236 0.0025 -0.0021 0.0011
H 0.998226 2.968637 -2.159770 0.0203 -0.0122 -0.0329
H 0.234312 1.583225 -2.933737 -0.0094 -0.0139 0.0092
H 1.774950 0.023890 -2.029645 0.0516 0.0445 -0.0396
C 1.653784 -2.882190 -0.117022 -0.2250 -0.1477 -0.0855
N -0.130634 1.729896 -0.874707 -0.0067 -0.6186 -0.2057
H -2.458892 -0.865969 0.222917 0.0312 -0.0358 0.0630
H 2.867769 -0.784998 2.183472 0.0442 -0.0075 -0.0334
C -2.369059 0.765761 -0.940994 -0.0006 -0.0193 -0.0609
N 0.297599 -0.222966 2.525926 0.1035 -0.8694 -0.6345
C 0.764506 1.907600 -2.038844 0.0726 0.0179 -0.0196
C 2.683758 1.170319 -0.475937 0.0326 0.0085 0.0318
```
Positions in Å, forces in eV/Å.

***

(2)
DFT (ωB97M-V with the def2-TZVPD basis set) results for a structure of composition C18H36AsF6O18Tl in a non-equilibrium geometry.

Properties
- Net charge: +2
- E_tot: -5068.41360 a.u.

Structure (XYZ):
```
80
Properties=species:S:1:pos:R:3:forces:R:3
H 2.430489 4.283175 -0.642615 -0.8364 0.0671 0.8318
F 0.672011 -0.284249 1.048160 -0.9086 0.2128 -1.5939
H -2.366224 0.272990 3.725207 0.0805 0.0952 0.2058
H 4.079531 2.117907 -3.985288 -1.1822 -0.3275 0.6857
H 3.115575 4.424567 -8.040772 -0.0219 0.1685 0.1591
C 4.774444 1.743031 -3.233845 0.4574 -1.2589 -2.2846
F -1.644863 -1.088298 0.886404 0.6238 0.5237 -1.1759
C 2.722109 2.359132 2.176456 0.6129 2.4073 -1.0489
O -5.931206 -1.040974 0.258824 3.8188 0.8552 2.9002
C 1.815765 3.656076 -5.813712 0.9815 3.0510 -0.1604
H -4.490533 -8.611796 1.246829 -0.0740 -0.1304 0.0149
H -2.211339 -3.782589 0.864819 0.1869 0.0571 0.2056
H -3.117793 -8.306260 2.291160 0.0091 0.4973 0.0537
H 1.385046 -1.033554 -3.154966 -0.4620 -0.4216 -0.5099
H 5.292780 0.968145 -3.798635 0.3308 -0.0100 0.0163
O -4.998645 -1.497181 2.288372 0.9913 1.1697 -0.5525
H -6.045001 -3.279959 1.924374 0.4124 0.1453 -0.4363
H 3.579301 3.062055 -0.358979 0.1472 -0.1635 0.3439
O 2.422235 3.432038 1.377926 -0.0359 0.2347 0.1583
H -2.894981 -9.376030 0.974088 0.0049 0.4279 -0.7182
H 1.957586 2.477273 -0.475363 -0.4011 0.4747 0.0105
H 4.676736 4.580074 -7.170153 -0.0984 -0.2263 -0.0300
H -5.160200 1.310576 -0.340120 -0.6576 -0.2793 0.1317
H -1.009629 0.302645 2.591885 0.1704 -0.2356 0.5251
H -1.742507 1.774143 3.011302 0.3761 0.5114 0.9843
C 0.360336 2.731810 -4.033957 0.5023 0.5830 -1.2636
H 0.494224 1.963586 -3.272375 0.5374 0.2149 -0.2293
O -2.871392 -5.389981 -0.213435 0.0494 0.2067 -0.3253
H 2.948160 3.820725 5.026001 0.1104 0.1569 -0.0624
C 2.307345 -1.547010 -3.426663 -1.9113 0.6220 -0.2576
C -1.462607 0.812760 3.442004 0.5468 -1.1145 -0.7031
H 1.531921 4.050493 4.041578 -0.1017 -0.0186 -0.1824
C 3.458245 0.032762 -2.014474 -0.1636 -0.1114 0.8091
H 2.241250 -2.488553 -2.881479 1.3458 0.3307 0.7684
C -4.183098 1.041111 0.060848 0.1764 0.7708 -0.7533
H 1.646789 -1.635419 6.240580 -0.3471 0.0592 -0.6045
O 1.080516 0.368368 5.848968 -0.3442 -0.2449 -0.0767
H 3.513411 5.848610 -6.977865 -0.5023 -0.1118 0.1437
Tl 3.046140 -1.630222 1.784020 -0.4336 0.8258 -0.2436
H 0.064100 3.683958 -3.593787 -0.2087 -0.2094 -0.0867
C 3.604707 4.773325 -7.131258 0.0745 -0.5463 0.2118
H 2.937587 -0.479284 5.904545 0.1779 -0.0284 0.5255
O 0.943642 4.171489 -6.472051 -0.1006 -0.6073 -0.5364
O -0.577347 0.802259 4.613543 -0.1238 0.5919 -1.3196
C -3.413236 -6.155715 0.755429 0.1018 0.4733 0.8976
H 3.084060 4.681489 3.470418 0.1306 -0.2334 -0.1078
C -2.694575 -3.987046 -0.090580 -0.3794 0.5095 1.0255
H -7.057333 -2.071371 2.611522 0.2046 1.0237 -0.4368
O -3.990058 -5.817286 1.775907 0.5791 0.1789 -1.3316
C 2.546827 3.327425 -0.131639 1.0705 -1.2871 1.1346
C 1.974395 -0.607852 6.398325 0.4927 -0.7350 -0.5193
H -2.073215 -3.538583 -0.865756 -0.0653 -0.7998 -0.2297
O 1.203800 -0.345204 3.656896 -1.1051 1.2523 1.9087
O 1.675178 3.016337 -4.712769 -0.0767 -1.9946 1.8998
O 2.979813 1.324363 1.628073 0.1410 -1.6338 0.6145
H -3.747006 0.410772 -0.714122 0.4495 0.1661 -0.4716
F -1.229900 1.349686 0.375188 0.3549 -1.7243 -0.2925
H -0.332482 2.369485 -4.793450 -0.0491 0.2536 0.1264
O 3.148407 4.010583 -5.967697 -1.0825 -0.6088 -0.2045
F -1.813187 -0.339820 -1.577209 0.8091 0.4131 1.5759
C -5.047316 -0.822048 1.167662 -3.6031 0.8194 -2.3547
F 0.352816 0.876505 -1.321665 -0.0759 -1.4211 0.7070
H -3.629853 1.960487 0.252637 0.1825 -0.4897 0.1076
O 2.875042 2.613878 3.498868 -0.0227 -2.9231 -3.1566
C -6.019357 -2.401355 2.568958 -1.1366 -2.3957 1.2557
O 4.296515 1.106443 -2.033579 -1.0686 0.2562 0.6725
O 2.956545 -0.380863 -0.943658 1.3872 0.7742 -2.5160
C 2.603029 3.854450 3.992633 -0.7963 2.5527 1.5478
H 1.987273 -0.564126 7.487369 0.1611 0.9310 -0.2288
O -4.221606 0.268039 1.214960 -1.0007 -2.0049 0.6697
As -0.579420 -0.215474 -0.260536 -0.6184 0.2373 -0.3929
H 5.452796 2.595073 -3.189598 0.1076 -0.2948 1.6723
C -3.411533 -8.457440 1.252429 -0.8664 -1.1791 1.4526
C 0.631715 0.243407 4.600206 0.1752 -1.1811 -0.4421
F 0.042124 -1.748990 -0.935570 -0.1061 1.4418 0.8190
H -3.640536 -3.447915 -0.039687 -0.3248 -0.1476 -0.1156
O 3.264848 -0.485995 -3.231084 1.1011 -0.2377 1.1262
H 2.338283 -1.831227 -4.478498 0.1130 0.5072 0.0702
H -5.806889 -2.798157 3.561683 0.2343 0.2049 -0.0514
O -3.100577 -7.385682 0.421831 0.7718 0.0815 -0.9618
```
Positions in Å, forces in eV/Å.

***

(3)
DFT (ωB97M-V with the def2-TZVPD basis set) results for a structure of composition C18H36AuBrNO5Si.

Properties
- Net charge: +1
- E_tot: -4137.33498 a.u.
- Multiplicity: 3
- Expectation value of S²: 2.014

Structure (XYZ):
```
63
Properties=species:S:1:pos:R:3:forces:R:3
C -0.597770 5.592078 -1.159303 0.0853 0.0766 -0.0731
C 1.706115 -1.599663 -1.822208 0.0678 -0.3428 0.0942
H 0.409531 -4.694599 -0.757696 0.0153 0.0149 -0.0149
C 2.093326 -3.012672 -2.317967 0.0634 0.0570 -0.0792
H -0.266959 5.936862 1.007322 -0.0230 0.0237 0.0123
H -2.387962 -3.486651 -1.642574 -0.0146 0.0036 -0.0082
H 0.112600 -1.383527 2.792538 -0.0047 0.0111 -0.0056
O 0.836455 3.341955 0.636142 -0.0573 0.1437 -0.0116
H -1.851766 6.511576 0.344252 -0.0091 -0.0154 -0.0476
Br -0.322410 0.328275 0.092186 -0.4350 0.2385 0.2188
H -3.751002 4.513267 1.455095 -0.0121 -0.0117 -0.0096
H -3.187069 2.126715 0.808361 -0.0252 0.0043 0.0016
H -3.320785 3.082849 -1.855714 -0.0251 -0.0104 0.0018
H 3.299492 -0.386306 0.962613 -0.0236 0.0013 -0.0125
H 1.576287 -0.812447 -3.804741 -0.0125 0.0158 -0.0215
C 2.735675 -3.065197 1.256168 0.0134 0.0227 0.1140
C 1.746288 -1.885876 1.417666 0.0601 -0.2815 -0.1554
O -0.773505 4.481597 -1.753052 -0.0714 -0.0200 -0.0042
Si 0.740012 -1.844856 -0.199306 -0.0447 0.4827 -0.0855
H 3.690499 -1.283977 -0.918366 -0.0100 -0.0202 0.0066
Au -0.492930 2.647104 -0.838341 0.1036 -0.3831 -0.1415
O 0.962878 3.215426 2.843091 -0.0886 0.0208 0.0679
H -3.444533 5.014162 -0.209086 -0.0147 -0.0160 -0.0058
H 1.922025 0.264589 1.851891 -0.0201 0.0024 0.0071
H -1.559636 -2.690913 1.792085 0.0262 0.0105 -0.0026
C 2.552094 -0.614249 1.718009 0.0096 0.0182 -0.0244
H 3.082435 -0.777467 2.659716 0.0230 0.0149 0.0018
N -1.759400 4.518612 0.883871 -0.0377 0.1243 0.2622
C 0.329179 3.413770 1.841691 0.2769 -0.0677 0.0409
H -1.211156 4.448630 2.884432 0.0054 -0.0550 0.0375
C 0.861313 -2.163155 2.640456 -0.0059 0.0169 0.0069
H 1.226879 -3.619168 -2.579639 -0.0184 0.0098 -0.0106
H -1.843141 -1.827970 -1.885239 -0.0009 0.0133 0.0038
C 2.995896 -0.797987 -1.600682 -0.0208 0.0475 -0.0151
C -0.832148 -2.922171 -0.280094 0.2546 -0.1702 0.0073
C -1.152996 5.680035 0.433992 0.0426 -0.1054 -0.0476
H -1.733001 2.898262 2.207570 0.0391 -0.0108 0.0092
H 2.701219 -2.912330 -3.221356 0.0034 0.0064 -0.0013
H 0.356868 -3.127031 2.592938 -0.0017 -0.0084 -0.0184
H 2.690133 -3.566845 -1.591704 -0.0038 0.0023 0.0238
H -4.628985 2.826274 0.080976 0.0051 -0.0101 -0.0001
H 1.500314 -2.177099 3.526862 -0.0011 -0.0032 0.0120
H 3.452643 -2.903309 0.452112 0.0151 0.0190 -0.0034
C -3.538288 2.878693 0.101412 -0.0359 -0.0171 0.0152
C -0.352853 -4.374067 -0.045998 -0.0957 -0.0243 -0.0504
H -2.326226 -1.604355 0.631406 -0.0132 0.0198 -0.0203
H 2.236931 -4.019875 1.081738 -0.0183 -0.0054 -0.0110
H 2.795767 0.209307 -1.229800 -0.0052 0.0051 0.0095
H 3.308052 -3.166738 2.182116 0.0007 -0.0009 0.0075
H -2.721800 -3.317660 0.633396 -0.0159 -0.0037 0.0183
C -3.166369 4.287670 0.555073 0.0433 0.0053 -0.0142
C -1.907288 -2.600740 0.766429 0.0055 0.0166 0.0280
H -1.207117 -5.045752 -0.167411 -0.0047 -0.0036 0.0010
H 0.029319 -1.431389 -3.248638 -0.0069 0.0063 0.0349
H -0.868378 -3.186030 -2.466753 0.0181 -0.0105 0.0104
O -0.168695 6.630595 -1.542448 -0.0014 0.0183 0.0495
C 0.920362 -0.893731 -2.934213 -0.0284 -0.0237 -0.0099
C -1.506308 -2.840487 -1.655243 -0.0082 -0.0120 -0.0102
H 0.035984 -4.525255 0.960285 -0.0078 0.0045 0.0232
H 0.628783 0.117785 -2.650111 0.0129 0.0241 -0.0026
H 3.505541 -0.699822 -2.562669 0.0092 0.0135 -0.0054
O -3.002382 2.494151 -1.159092 0.1090 0.0715 -0.0037
C -1.158032 3.801138 2.005543 -0.0849 0.0460 -0.1999
```
Positions in Å, forces in eV/Å.